[1]
Computed, not measured: a structure of composition C38H38N3O8P3PdS4Se2, with ωB97M-V/def2-TZVPD.

Values from the calculation:
LUMO energy (spin up / spin down): 3.88 / 2.39 eV
net charge: -2
ΔE to the lowest compared entry with this formula, charge and spin: 39.2 kcal/mol
total energy: -266256.5194 eV
multiplicity: 3
frontier orbital gap (spin up / spin down): 7.2340 / 5.6419 eV

XYZ file:
```
97
C38H38N3O8P3PdS4Se2 ωB97M-V/def2-TZVPD
Pd 0.0735 0.9972 -1.8060
Se -3.8872 -1.8899 3.6322
P -2.1972 -2.2788 2.4347
C -2.5915 -3.7674 1.4817
C -2.6916 -4.9997 2.1229
C -3.2069 -6.0906 1.4440
C -3.6538 -5.9478 0.1354
C -3.5893 -4.7123 -0.4887
C -3.0621 -3.6189 0.1819
C -0.7817 -2.6479 3.5268
C -0.5373 -1.7238 4.5409
C 0.4881 -1.9398 5.4441
C 1.2770 -3.0794 5.3404
C 1.0512 -3.9854 4.3161
C 0.0255 -3.7722 3.4053
C -1.6845 -0.9550 1.3567
C -0.7106 -0.6626 0.3811
N -0.8602 0.6526 0.1262
N -1.8111 1.1602 0.8918
N -2.2924 0.2295 1.6504
P 0.7503 -1.2457 -0.5847
Se 1.8383 -1.0767 -2.4782
C 1.9195 -0.4100 0.6035
C 2.6813 0.6907 0.2199
C 3.4584 1.3658 1.1523
C 3.4818 0.9567 2.4750
C 2.7199 -0.1308 2.8706
C 1.9324 -0.7931 1.9435
C 0.9333 -3.0350 -0.1887
C 2.0208 -3.4820 0.5634
C 2.1765 -4.8291 0.8477
C 1.2870 -5.7634 0.3407
C 0.2510 -5.3358 -0.4742
C 0.0700 -3.9847 -0.7311
H -2.3889 -5.0888 3.1586
H -3.2754 -7.0506 1.9414
H -4.0664 -6.8018 -0.3889
H -3.9398 -4.5918 -1.5065
H -3.0160 -2.6484 -0.3001
H -1.1670 -0.8445 4.6077
H 0.6748 -1.2192 6.2305
H 2.0718 -3.2593 6.0542
H 1.6773 -4.8644 4.2176
H -0.1336 -4.4644 2.5894
H 2.6910 1.0235 -0.8096
H 4.0343 2.2229 0.8376
H 4.0892 1.4852 3.2004
H 2.7239 -0.4713 3.8987
H 1.3189 -1.6202 2.2649
H 2.7562 -2.7734 0.9165
H 3.0090 -5.1480 1.4646
H 1.4146 -6.8164 0.5619
H -0.4257 -6.0561 -0.9134
H -0.7235 -3.6531 -1.3807
O 0.3065 3.0331 -5.3404
S 0.0786 2.1827 -4.1923
O 1.3074 1.9796 -3.3886
O -1.0732 2.5596 -3.3941
C -0.1801 0.5167 -4.8905
C 0.6579 0.3115 -5.9875
C 0.7440 -0.9172 -6.6109
C -0.0484 -1.9645 -6.1667
C -0.8737 -1.7791 -5.0769
C -0.9401 -0.5554 -4.4064
S -1.9882 -0.7743 -2.9183
O -1.1387 -1.6414 -2.0571
O -3.1086 -1.5564 -3.3993
O -2.3590 0.4625 -2.2753
H 1.2508 1.1552 -6.3108
H 1.4288 -1.0602 -7.4380
H -0.0022 -2.9343 -6.6468
H -1.4792 -2.5877 -4.6949
C -1.0691 6.4540 -1.8270
C 0.4248 6.6952 -1.6456
C 1.2272 6.1873 -2.8373
O 0.8665 6.1785 -0.3643
P 1.4894 4.7095 -0.0422
S 3.4119 4.6517 -0.4283
S 0.1958 3.3818 -0.8701
O 1.3877 4.7289 1.5587
C 0.2761 4.9623 2.4477
C 0.3313 6.4226 2.8840
C -1.0992 4.5959 1.9162
H -1.4238 7.0111 -2.6963
H -1.6203 6.7878 -0.9454
H -1.2613 5.3941 -1.9856
H 0.5992 7.7725 -1.5444
H 1.0022 5.1420 -3.0407
H 2.2936 6.2757 -2.6392
H 0.9765 6.7692 -3.7263
H 0.5012 4.3268 3.3094
H 0.1244 7.0719 2.0329
H 1.3261 6.6546 3.2670
H -0.4047 6.6089 3.6685
H -1.3450 5.1956 1.0395
H -1.8337 4.7907 2.7008
H -1.1628 3.5464 1.6404
```

Atomic partial charges in e from the Mulliken method, atoms 1 to 4:
1. Pd 0.334
2. Se -0.445
3. P -0.125
4. C 0.668

***

[2]
Computed, not measured: a cluster of 2 separate species, C38H39BO3S in total, with ωB97M-V/def2-TZVPD.

Values from the calculation:
LUMO energy: -3.61 eV
total energy: -57691.7182 eV
frontier orbital gap: 2.3218 eV

XYZ file:
```
82
C38H39BO3S ωB97M-V/def2-TZVPD
C -3.5168 4.8062 0.4284
C -2.2282 4.0276 0.4604
C -1.7178 3.5696 1.6787
C -0.5240 2.8321 1.7276
C 0.1876 2.5677 0.5648
B 1.6245 1.7711 0.6549
C 2.6758 3.0171 0.9523
C 3.1898 3.3786 2.1785
C 4.2306 4.3695 2.0744
C 4.5112 4.7476 0.7774
C 5.5463 5.7156 0.3409
S 3.4592 3.8873 -0.3255
O 1.8245 0.9425 1.8137
C 2.0645 -0.3367 1.2669
C 2.8940 -1.1705 2.2330
C 0.7191 -0.9946 1.0116
C 2.7871 0.0234 -0.1485
C 4.2595 0.3758 0.0455
C 2.6337 -1.0376 -1.2309
O 2.0599 1.1716 -0.5602
C -0.3010 3.0321 -0.6504
C -1.5013 3.7607 -0.7062
H -3.7372 5.1253 -0.5927
H -4.3556 4.2052 0.8025
H -3.4534 5.6994 1.0628
H -2.2416 3.8098 2.6091
H -0.1267 2.5075 2.6910
H 2.8676 2.9911 3.1395
H 4.7628 4.7764 2.9305
H 6.0450 6.1244 1.2267
H 6.3088 5.2427 -0.2913
H 5.0913 6.5427 -0.2169
H 3.0632 -2.1758 1.8237
H 3.8641 -0.7054 2.4380
H 2.3530 -1.2759 3.1817
H 0.8170 -2.0259 0.6477
H 0.1129 -1.0118 1.9248
H 0.1433 -0.4232 0.2697
H 4.8461 -0.5272 0.2728
H 4.6535 0.8194 -0.8767
H 4.3974 1.1100 0.8489
H 3.0009 -2.0190 -0.8963
H 1.5844 -1.1385 -1.5280
H 3.2051 -0.7320 -2.1167
H 0.2682 2.8689 -1.5684
H -1.8592 4.1503 -1.6654
C 0.9789 -6.7313 -3.1849
O 0.8719 -5.3542 -3.6189
C 0.3057 -4.4522 -2.7769
C 0.1970 -3.1104 -3.2197
C -0.4971 -2.1946 -2.4651
C -1.0458 -2.5341 -1.1997
C -1.8804 -1.6007 -0.4690
C -2.3325 -1.8142 0.8989
C -3.5840 -1.1260 1.0771
C -4.3262 -1.2586 2.2415
C -3.8369 -2.0892 3.2646
C -2.6063 -2.7505 3.1082
C -1.8673 -2.6421 1.9244
C -3.9628 -0.5557 -0.2052
C -2.9176 -0.8442 -1.1457
C -3.1754 -0.7138 -2.5113
C -4.4437 -0.3109 -2.9314
C -5.4504 0.0033 -2.0076
C -5.2012 -0.0865 -0.6276
C -0.8741 -3.8669 -0.7533
C -0.2019 -4.8052 -1.5080
H 1.5090 -7.2091 -3.9987
H 1.5590 -6.8155 -2.2526
H -0.0081 -7.2023 -3.0493
H 0.6231 -2.8512 -4.1870
H -0.6009 -1.1785 -2.8454
H -5.2821 -0.7429 2.3272
H -4.4076 -2.2286 4.1821
H -2.2189 -3.3770 3.9152
H -0.9350 -3.1974 1.8224
H -2.4134 -0.9418 -3.2426
H -4.6304 -0.2561 -4.0034
H -6.4261 0.3188 -2.3803
H -5.9567 0.1707 0.1130
H -1.3327 -4.2099 0.1670
H -0.1187 -5.8363 -1.1625
```

Atomic partial charges in e from the Mulliken method, atoms 1 to 4:
1. C -1.471
2. C 1.237
3. C -0.950
4. C -0.601

***

[3]
Computed, not measured: a structure of composition C38H39BeNO2P2SiTe, with ωB97M-V/def2-TZVPD.

Values from the calculation:
LUMO energy: 4.08 eV
net charge: -2
ΔE to the lowest compared entry with this formula, charge and spin: 47.3 kcal/mol
total energy: -79772.9661 eV
frontier orbital gap: 5.3349 eV

XYZ file:
```
85
C38H39BeNO2P2SiTe ωB97M-V/def2-TZVPD
Be 1.5217 -0.9948 -2.0366
Te 0.7545 2.6268 1.7277
C -0.4018 4.2624 1.0310
C -1.3289 4.1217 0.0009
C -2.0491 5.2241 -0.4260
N -1.9234 6.4529 0.0840
C -1.0273 6.5815 1.0642
C -0.2559 5.5444 1.5601
C 0.1403 1.1051 0.4845
P -0.5304 -0.5342 1.1383
C -1.8836 0.2017 2.1531
C -2.7741 1.0881 1.5400
C -3.8529 1.6315 2.2175
C -4.0755 1.3106 3.5516
C -3.2084 0.4289 4.1783
C -2.1361 -0.1223 3.4861
C 0.8025 -0.9263 2.3682
C 1.6896 -1.9324 1.9735
C 2.7769 -2.2833 2.7576
C 3.0016 -1.6481 3.9743
C 2.1237 -0.6586 4.3881
C 1.0393 -0.3007 3.5912
P 0.9821 0.8727 -1.0389
C -0.2099 1.2230 -2.4306
C 0.1465 1.8177 -3.6415
C -0.7938 1.9792 -4.6500
C -2.0945 1.5245 -4.4749
C -2.4484 0.8967 -3.2886
C -1.5118 0.7453 -2.2752
C 2.2267 2.1837 -1.2683
C 1.8249 3.5029 -1.4713
C 2.7594 4.5211 -1.5706
C 4.1132 4.2308 -1.4606
C 4.5229 2.9210 -1.2608
C 3.5829 1.9033 -1.1711
H -1.4556 3.1519 -0.4688
H -2.7712 5.1148 -1.2305
H -0.9141 7.5813 1.4767
H 0.4606 5.7461 2.3496
H -2.6011 1.3654 0.5083
H -4.5155 2.3196 1.7035
H -4.9103 1.7442 4.0909
H -3.3630 0.1608 5.2183
H -1.4859 -0.8171 3.9955
H 1.4940 -2.4432 1.0381
H 3.4492 -3.0651 2.4200
H 3.8499 -1.9245 4.5911
H 2.2794 -0.1542 5.3361
H 0.3774 0.4843 3.9308
H 1.1682 2.1423 -3.7959
H -0.5067 2.4574 -5.5798
H -2.8254 1.6478 -5.2661
H -3.4541 0.5176 -3.1492
H -1.7742 0.2457 -1.3494
H 0.7706 3.7351 -1.5523
H 2.4264 5.5418 -1.7181
H 4.8472 5.0256 -1.5314
H 5.5776 2.6856 -1.1826
H 3.9056 0.8808 -1.0298
C -1.4554 -3.1914 3.0259
O -1.2713 -2.5932 1.8122
H -2.3324 -2.8099 3.5948
H -0.5847 -3.0871 3.7191
H -1.6289 -4.2914 2.9485
C 2.6716 -2.0226 -4.4194
C 2.5556 -0.8095 -3.4973
O 3.1817 0.1944 -3.8256
H 3.3010 -1.8079 -5.2873
H 1.6724 -2.3377 -4.7346
H 3.0771 -2.8615 -3.8458
C -0.3451 -6.4317 -1.8698
Si -0.6047 -4.9817 -0.6853
C -2.4350 -4.6533 -0.5533
C 0.1240 -5.4589 0.9670
C 0.2390 -3.4979 -1.3397
C 0.7669 -2.4354 -1.6244
H -0.8732 -7.3185 -1.5083
H 0.7160 -6.6768 -1.9618
H -0.7201 -6.1908 -2.8674
H -2.9678 -5.5367 -0.1872
H -2.8519 -4.3759 -1.5259
H -2.5819 -3.8207 0.1424
H -0.3513 -6.3624 1.3610
H -0.0323 -4.6416 1.6719
H 1.1985 -5.6451 0.8810
```

Atomic partial charges in e from the Mulliken method, atoms 1 to 4:
1. Be -1.403
2. Te 0.243
3. C 0.311
4. C 0.074